[1]
{"formula": "C6H10O", "method": "ωB97M-V/def2-TZVPD", "species": ["C", "C", "C", "C", "C", "C", "O", "H", "H", "H", "H", "H", "H", "H", "H", "H", "H"], "xyz": [[0.681, 0.653, -1.476], [0.496, -0.787, -1.030], [1.005, -1.274, 0.296], [-0.473, -1.061, 0.106], [-1.276, 0.101, 0.665], [-0.677, 1.037, 1.683], [0.500, 1.232, 1.877], [1.421, 1.192, -0.875], [-0.261, 1.210, -1.384], [0.964, 0.710, -2.530], [0.477, -1.518, -1.837], [1.343, -2.305, 0.359], [1.548, -0.576, 0.920], [-1.063, -1.970, 0.007], [-2.256, -0.233, 1.022], [-1.514, 0.796, -0.158], [-1.437, 1.644, 2.225]], "e_tot_ha": -309.80614, "smiles": "C[C@H]1C[C@H]1CC=O", "homo_energy_ev": -9.6, "e_above_lowest_kcal_mol": 22.7, "lumo_energy_ev": 1.01}

[2]
{"formula": "C6H10O", "method": "ωB97M-V/def2-TZVPD", "species": ["C", "C", "C", "C", "C", "C", "O", "H", "H", "H", "H", "H", "H", "H", "H", "H", "H"], "xyz": [[1.835, -0.863, 0.130], [0.839, 0.214, 0.519], [0.888, 1.489, -0.388], [-0.561, 1.575, -0.279], [-1.638, 1.034, 0.059], [-0.687, -0.228, 0.437], [-0.859, -1.249, -0.513], [1.627, -1.228, -0.879], [2.856, -0.468, 0.169], [1.773, -1.719, 0.810], [1.008, 0.545, 1.550], [1.219, 1.276, -1.408], [1.457, 2.313, 0.041], [-3.604, -1.006, -0.252], [-3.917, -0.337, -0.122], [-1.024, -0.606, 1.409], [-1.370, -0.904, -1.248]], "e_tot_ha": -309.65341, "homo_energy_ev": -9.4, "e_above_lowest_kcal_mol": 118.6, "lumo_energy_ev": 0.60}

Question: Number 2 is which compound?
Answer: C6H10O